A cluster of 15 separate species, C87H195N9O27S6 in total at a distorted geometry. Source: OMol25; level of theory: wB97M-V/def2-TZVPD.

Properties
highest occupied orbital energy	-7.950	eV
charge	0
max |F|	0.073	Eh/bohr
Kohn-Sham gap	8.122	eV
DFT total energy	-227073.503	eV

Last column: Löwdin charge in e.
CARTESIAN COORDINATES (ANGSTROEM)
C (-9.039, -28.496, 6.147)  -0.02
C (-7.965, -27.569, 5.596)  -0.51
C (-6.580, -28.205, 5.533)  -0.14
C (-6.280, -29.126, 4.346)  -0.15
C (-6.722, -28.366, 3.071)  -0.15
C (-8.143, -27.899, 3.121)  -0.51
N (-8.359, -27.028, 4.290)  -0.05
O (-9.727, -26.498, 4.313)  -0.03
C (-8.301, -27.076, 1.828)  -0.03
C (-9.166, -29.077, 3.089)  -0.01
C (-7.742, -26.462, 6.599)  -0.04
H (-9.955, -28.020, 6.365)  0.04
H (-8.699, -28.732, 7.163)  0.08
H (-9.323, -29.424, 5.626)  0.08
H (-5.816, -27.458, 5.512)  0.12
H (-6.388, -28.763, 6.423)  0.09
H (-6.824, -30.088, 4.443)  0.11
H (-5.228, -29.462, 4.272)  0.12
H (-6.584, -28.936, 2.138)  0.13
H (-6.089, -27.502, 3.048)  0.11
H (-7.677, -26.212, 1.723)  0.08
H (-8.059, -27.687, 0.985)  0.07
H (-9.382, -26.841, 1.741)  0.09
H (-10.177, -28.711, 3.138)  0.05
H (-9.139, -29.610, 2.133)  0.09
H (-9.039, -29.835, 3.839)  0.05
H (-8.692, -26.099, 7.004)  0.07
H (-7.352, -25.563, 6.095)  0.10
H (-7.029, -26.855, 7.373)  0.09
H (-10.351, -27.130, 4.729)  0.05
C (-21.055, -31.038, 6.055)  -0.02
C (-20.351, -29.627, 6.087)  -0.50
C (-20.965, -28.723, 7.145)  -0.14
C (-20.644, -29.219, 8.629)  -0.16
C (-19.137, -29.326, 8.806)  -0.18
C (-18.412, -30.189, 7.775)  -0.41
N (-18.901, -29.707, 6.376)  -0.07
O (-18.260, -30.570, 5.439)  -0.06
C (-16.827, -29.972, 7.947)  -0.04
C (-18.662, -31.754, 8.006)  -0.02
C (-20.596, -28.934, 4.692)  -0.03
H (-20.365, -31.864, 5.778)  0.08
H (-21.854, -31.102, 5.306)  0.08
H (-21.428, -31.357, 6.999)  0.04
H (-20.646, -27.713, 6.992)  0.10
H (-22.062, -28.735, 6.978)  0.13
H (-21.176, -30.186, 8.793)  0.10
H (-21.087, -28.469, 9.359)  0.12
H (-18.781, -29.733, 9.794)  0.12
H (-18.753, -28.276, 8.759)  0.12
H (-16.475, -28.950, 7.722)  0.07
H (-16.584, -30.215, 8.984)  0.07
H (-16.365, -30.616, 7.203)  0.05
H (-18.371, -32.394, 7.157)  0.08
H (-18.043, -31.950, 8.858)  0.06
H (-19.705, -31.977, 8.333)  0.08
H (-20.040, -27.967, 4.682)  0.09
H (-21.694, -28.795, 4.582)  0.09
H (-20.214, -29.537, 3.894)  0.06
H (-17.738, -30.009, 4.833)  0.07
C (-6.497, -28.640, 17.335)  -0.03
C (-6.614, -29.543, 16.064)  -0.48
C (-6.059, -30.959, 16.334)  -0.13
C (-6.595, -32.027, 15.399)  -0.18
C (-8.094, -32.027, 15.404)  -0.16
C (-8.743, -30.700, 15.045)  -0.48
N (-8.109, -29.716, 15.954)  -0.04
O (-8.704, -28.390, 15.665)  -0.06
C (-8.535, -30.354, 13.578)  -0.01
C (-10.270, -30.829, 15.505)  0.01
C (-5.945, -28.786, 14.891)  -0.03
H (-6.938, -29.151, 18.239)  0.11
H (-7.089, -27.791, 17.171)  0.03
H (-5.422, -28.386, 17.430)  0.09
H (-4.970, -30.910, 16.406)  0.12
H (-6.342, -31.151, 17.414)  0.13
H (-6.156, -33.004, 15.602)  0.12
H (-6.273, -31.817, 14.384)  0.10
H (-8.500, -32.504, 16.344)  0.14
H (-8.469, -32.760, 14.627)  0.12
H (-9.177, -30.966, 12.975)  0.07
H (-8.799, -29.290, 13.485)  0.08
H (-7.511, -30.516, 13.237)  0.06
H (-10.291, -30.705, 16.606)  0.11
H (-10.951, -30.202, 14.893)  0.07
H (-10.463, -31.827, 15.292)  0.01
H (-4.920, -28.466, 15.166)  0.09
H (-6.368, -27.855, 14.428)  0.07
H (-5.813, -29.449, 14.001)  0.06
H (-8.406, -28.041, 14.863)  -0.02
C (-12.885, -36.487, 11.383)  -0.02
C (-11.963, -36.584, 12.622)  -0.49
C (-10.592, -36.128, 12.330)  -0.16
C (-10.476, -34.600, 12.218)  -0.16
C (-11.043, -33.972, 13.470)  -0.15
C (-12.491, -34.350, 13.743)  -0.51
N (-12.586, -35.784, 13.724)  -0.09
O (-13.860, -36.281, 14.113)  -0.01
C (-12.943, -33.746, 15.111)  -0.02
C (-13.380, -33.634, 12.711)  -0.03
C (-11.817, -38.098, 13.061)  -0.02
H (-12.792, -35.500, 10.875)  0.05
H (-13.942, -36.485, 11.689)  0.09
H (-12.716, -37.250, 10.602)  0.09
H (-9.862, -36.477, 13.032)  0.11
H (-10.179, -36.627, 11.421)  0.14
H (-11.079, -34.258, 11.328)  0.10
H (-9.421, -34.305, 12.086)  0.11
H (-11.073, -32.887, 13.311)  0.11
H (-10.405, -34.195, 14.342)  0.13
H (-14.026, -33.821, 15.311)  0.08
H (-12.436, -34.218, 15.942)  0.09
H (-12.697, -32.693, 15.097)  0.06
H (-13.070, -33.749, 11.661)  0.04
H (-14.380, -33.995, 12.850)  0.08
H (-13.513, -32.567, 13.010)  0.08
H (-11.212, -38.632, 12.277)  0.10
H (-12.798, -38.513, 13.256)  0.07
H (-11.232, -38.072, 14.006)  0.09
H (-13.908, -36.086, 15.057)  0.10
C (-17.047, -27.979, 15.453)  -0.02
C (-17.366, -28.961, 14.338)  -0.49
C (-16.104, -29.799, 13.868)  -0.11
C (-15.781, -30.804, 14.959)  -0.22
C (-16.861, -31.801, 15.091)  -0.12
C (-18.193, -31.069, 15.594)  -0.46
N (-18.424, -29.899, 14.684)  -0.11
O (-19.680, -29.276, 14.886)  -0.01
C (-19.368, -31.990, 15.358)  -0.05
C (-18.035, -30.715, 17.110)  -0.01
C (-17.789, -28.196, 13.084)  -0.02
H (-16.889, -28.360, 16.475)  0.05
H (-17.882, -27.308, 15.499)  0.06
H (-16.260, -27.284, 15.103)  0.08
H (-16.350, -30.404, 13.005)  0.12
H (-15.283, -29.052, 13.763)  0.11
H (-15.591, -30.214, 15.853)  0.09
H (-14.806, -31.316, 14.702)  0.11
H (-16.582, -32.665, 15.707)  0.12
H (-16.971, -32.182, 14.089)  0.11
H (-20.217, -31.532, 15.921)  0.09
H (-19.724, -32.087, 14.342)  0.08
H (-19.238, -33.006, 15.831)  0.10
H (-18.115, -31.629, 17.655)  0.08
H (-17.034, -30.329, 17.251)  0.04
H (-18.643, -29.880, 17.508)  0.09
H (-18.547, -27.439, 13.250)  0.07
H (-18.223, -28.948, 12.390)  0.10
H (-16.942, -27.822, 12.593)  0.03
H (-19.692, -28.839, 15.757)  0.09
C (-13.882, -25.635, 4.131)  -0.04
C (-14.599, -26.407, 5.191)  -0.53
C (-15.983, -26.830, 4.802)  -0.13
C (-16.032, -28.090, 3.912)  -0.17
C (-15.248, -29.232, 4.552)  -0.15
C (-13.795, -28.861, 4.758)  -0.49
N (-13.865, -27.639, 5.626)  -0.05
O (-12.547, -27.244, 5.992)  -0.04
C (-13.155, -29.965, 5.583)  -0.03
C (-12.961, -28.667, 3.494)  -0.01
C (-14.770, -25.509, 6.445)  -0.02
H (-12.935, -25.227, 4.480)  0.08
H (-14.523, -24.733, 3.852)  0.11
H (-13.760, -26.099, 3.132)  0.09
H (-16.417, -27.131, 5.765)  0.11
H (-16.590, -26.073, 4.288)  0.13
H (-15.566, -27.887, 2.937)  0.10
H (-17.095, -28.368, 3.776)  0.11
H (-15.385, -30.167, 3.964)  0.15
H (-15.803, -29.319, 5.500)  0.09
H (-13.742, -30.049, 6.465)  0.05
H (-13.119, -30.935, 5.134)  0.08
H (-12.113, -29.737, 5.831)  0.08
H (-12.231, -27.874, 3.553)  0.07
H (-12.508, -29.604, 3.294)  0.07
H (-13.638, -28.441, 2.687)  0.07
H (-13.802, -25.185, 6.829)  0.08
H (-15.356, -25.996, 7.189)  0.06
H (-15.224, -24.576, 6.125)  0.09
H (-12.554, -27.278, 6.943)  0.04
C (-10.743, -25.509, 10.646)  -0.01
C (-11.280, -26.976, 10.410)  -0.48
C (-10.843, -27.817, 11.626)  -0.14
C (-11.536, -29.122, 11.809)  -0.15
C (-13.058, -28.840, 11.765)  -0.12
C (-13.519, -28.056, 10.559)  -0.51
N (-12.717, -26.835, 10.530)  -0.07
O (-13.177, -26.041, 9.452)  -0.04
C (-13.545, -28.923, 9.308)  -0.01
C (-14.897, -27.541, 10.903)  -0.04
C (-10.636, -27.389, 9.081)  -0.02
H (-11.019, -24.938, 9.741)  0.08
H (-9.651, -25.674, 10.643)  0.08
H (-11.227, -25.088, 11.551)  0.08
H (-9.765, -27.925, 11.689)  0.10
H (-11.104, -27.151, 12.464)  0.12
H (-11.224, -29.561, 12.730)  0.08
H (-11.241, -29.858, 11.046)  0.10
H (-13.327, -28.217, 12.613)  0.10
H (-13.576, -29.800, 11.867)  0.12
H (-12.585, -29.392, 9.111)  0.06
H (-14.247, -29.790, 9.293)  0.08
H (-13.807, -28.284, 8.431)  0.08
H (-14.905, -26.851, 11.736)  0.09
H (-15.427, -27.070, 10.083)  0.07
H (-15.514, -28.397, 11.090)  0.07
H (-9.629, -26.934, 8.997)  0.07
H (-11.225, -27.067, 8.206)  0.07
H (-10.435, -28.490, 8.983)  0.09
H (-13.729, -25.336, 9.827)  0.06
O (-7.584, -35.580, 8.226)  -0.26
S (-8.784, -34.829, 8.033)  0.55
O (-9.936, -35.132, 8.852)  -0.30
O (-8.499, -33.301, 8.058)  -0.27
C (-8.218, -32.559, 9.249)  -0.19
C (-9.272, -31.444, 9.363)  -0.04
C (-9.249, -34.973, 6.340)  -0.11
H (-7.243, -32.145, 9.187)  0.11
H (-8.312, -33.295, 10.016)  0.10
H (-10.234, -31.767, 9.767)  0.05
H (-9.430, -30.962, 8.403)  0.07
H (-8.936, -30.731, 10.142)  0.08
H (-9.843, -34.108, 5.996)  0.09
H (-9.884, -35.877, 6.281)  0.09
H (-8.427, -35.172, 5.717)  0.05
O (-6.121, -29.442, 8.893)  -0.30
S (-5.750, -28.921, 10.202)  0.64
O (-5.732, -29.804, 11.377)  -0.31
O (-4.293, -28.285, 9.903)  -0.26
C (-3.407, -27.972, 11.034)  -0.22
C (-3.129, -26.468, 11.146)  -0.06
C (-6.729, -27.414, 10.586)  -0.07
H (-2.477, -28.454, 10.844)  0.11
H (-3.821, -28.344, 11.994)  0.12
H (-4.009, -25.875, 11.101)  0.05
H (-2.410, -26.102, 10.349)  0.10
H (-2.699, -26.148, 12.070)  0.07
H (-6.295, -26.993, 11.507)  0.07
H (-7.772, -27.647, 10.566)  0.04
H (-6.523, -26.772, 9.740)  0.05
O (-11.238, -21.779, 11.043)  -0.29
S (-10.521, -21.457, 9.808)  0.57
O (-10.170, -20.093, 9.601)  -0.26
O (-9.229, -22.364, 9.800)  -0.29
C (-8.224, -21.962, 8.817)  -0.24
C (-7.082, -22.915, 8.937)  -0.06
C (-11.375, -22.029, 8.392)  -0.10
H (-7.835, -20.992, 9.084)  0.11
H (-8.595, -21.838, 7.791)  0.13
H (-7.055, -23.624, 8.100)  0.07
H (-6.864, -23.557, 9.790)  0.08
H (-6.199, -22.274, 8.744)  0.09
H (-10.975, -22.988, 8.064)  0.08
H (-11.220, -21.277, 7.670)  0.06
H (-12.408, -22.206, 8.665)  0.08
O (-8.347, -26.324, 13.674)  -0.30
S (-7.784, -25.080, 14.127)  0.58
O (-6.476, -24.689, 13.700)  -0.29
O (-8.767, -23.844, 13.841)  -0.30
C (-8.623, -22.886, 12.716)  -0.21
C (-8.808, -21.454, 13.302)  -0.05
C (-7.830, -24.976, 15.969)  -0.07
H (-9.335, -23.226, 11.933)  0.08
H (-7.585, -22.951, 12.266)  0.12
H (-9.788, -21.358, 13.755)  0.07
H (-8.772, -20.624, 12.567)  0.08
H (-8.102, -21.259, 14.141)  0.09
H (-7.428, -23.996, 16.234)  0.07
H (-7.059, -25.734, 16.225)  0.06
H (-8.809, -25.234, 16.379)  0.08
O (-16.997, -22.728, 11.192)  -0.25
S (-16.409, -24.015, 11.140)  0.57
O (-15.042, -24.171, 10.697)  -0.28
O (-16.420, -24.522, 12.663)  -0.25
C (-17.660, -24.450, 13.404)  -0.27
C (-17.316, -24.494, 14.832)  -0.06
C (-17.557, -25.023, 10.326)  -0.11
H (-18.309, -25.310, 13.176)  0.10
H (-18.208, -23.578, 13.125)  0.12
H (-17.040, -23.491, 15.117)  0.08
H (-16.575, -25.248, 15.076)  0.06
H (-18.224, -24.821, 15.303)  0.08
H (-17.293, -26.075, 10.392)  0.06
H (-17.548, -24.790, 9.280)  0.08
H (-18.492, -24.693, 10.789)  0.08
O (-13.880, -29.935, 18.285)  -0.28
S (-13.706, -28.631, 18.837)  0.53
O (-12.946, -28.536, 20.050)  -0.26
O (-12.994, -27.771, 17.756)  -0.25
C (-12.945, -28.146, 16.365)  -0.23
C (-12.085, -27.124, 15.622)  -0.04
C (-15.305, -27.920, 18.999)  -0.11
H (-14.015, -28.113, 16.003)  0.12
H (-12.572, -29.161, 16.279)  0.10
H (-11.014, -27.436, 15.722)  0.08
H (-12.296, -26.067, 15.929)  0.07
H (-12.379, -27.256, 14.567)  0.06
H (-15.858, -27.974, 18.048)  0.04
H (-15.320, -26.893, 19.312)  0.07
H (-15.814, -28.633, 19.665)  0.09
C (-13.428, -34.941, 7.873)  -0.31
O (-14.229, -35.483, 7.155)  0.03
N (-13.615, -33.612, 8.270)  -0.17
C (-14.911, -32.979, 7.954)  -0.05
C (-12.674, -32.783, 8.968)  -0.09
H (-12.553, -35.357, 8.367)  0.11
H (-15.065, -32.256, 8.706)  0.05
H (-15.776, -33.698, 7.883)  0.11
H (-14.976, -32.521, 6.978)  0.07
H (-12.952, -32.577, 10.043)  0.08
H (-11.629, -33.190, 8.900)  0.07
H (-12.619, -31.803, 8.418)  0.09
C (-14.440, -22.202, 13.762)  -0.35
O (-15.358, -21.703, 14.368)  0.01
N (-13.646, -23.180, 14.276)  -0.15
C (-12.572, -23.869, 13.506)  -0.03
C (-13.823, -23.627, 15.667)  -0.04
H (-14.052, -21.837, 12.826)  0.13
H (-12.836, -24.930, 13.334)  0.09
H (-11.657, -23.801, 14.077)  0.07
H (-12.332, -23.322, 12.608)  0.05
H (-14.475, -22.999, 16.222)  0.08
H (-14.152, -24.657, 15.672)  0.07
H (-12.833, -23.567, 16.110)  0.08